Record 1
C39H31N10SiSn | wB97M-V/def2-TZVPD

The geometry in XYZ format:
```
82
Properties=species:S:1:pos:R:3:mulliken_charge:R:1
Sn -0.51313 -0.68343 1.21613 1.52
C 0.57144 -4.60513 -3.85318 -0.90
C 1.89359 -4.21664 -3.95545 -0.79
C 2.39343 -3.19963 -3.14405 -0.37
C 1.57174 -2.54624 -2.24698 -0.57
C 1.95643 -1.46340 -1.23391 3.15
N 3.21527 -0.64688 -1.01254 0.34
C 2.73838 0.30934 -0.00925 1.12
C 3.55512 0.79111 1.16681 -0.21
C 4.87639 0.48566 1.41545 -0.99
C 5.48193 0.94695 2.58411 -0.87
C 4.76154 1.68464 3.50990 -0.79
C 3.42060 1.97069 3.27945 -0.47
C 2.81240 1.53767 2.11197 0.61
C 1.36533 1.79793 1.82817 0.67
N 0.54093 2.10304 2.86939 -0.44
C -0.74374 1.90145 2.87577 -0.26
N -1.47833 0.99097 2.15148 -0.30
C -2.81133 1.03816 2.56388 0.01
N -3.80601 0.29697 2.18579 -0.61
C -3.69960 -0.73340 1.32853 -0.41
N -2.53586 -1.31339 0.88524 -0.23
C -2.79925 -2.23497 -0.06377 0.06
N -1.85688 -2.88994 -0.79465 -0.57
C -0.86556 -2.18238 -1.28820 0.28
N -0.74183 -0.83836 -1.09076 -0.90
C 0.17947 -2.92426 -2.15422 0.13
C -0.27268 -3.96102 -2.95332 -0.76
C -4.23770 -2.35804 -0.18882 0.19
C -5.03630 -3.16619 -0.99105 -0.44
C -6.40657 -3.00788 -0.89414 -0.57
C -6.96825 -2.05938 -0.02404 -0.64
C -6.17724 -1.24726 0.76726 -0.26
C -4.79823 -1.41030 0.67957 0.75
C -2.93047 2.09672 3.57867 0.22
C -4.02406 2.57186 4.27730 -0.17
C -3.79924 3.58622 5.20028 -0.64
C -2.51979 4.10422 5.41024 -0.68
C -1.42733 3.61927 4.70204 -0.15
C -1.66148 2.60890 3.79020 0.31
N 0.91832 1.78407 0.60939 -0.77
H 0.18976 -5.40770 -4.46934 0.44
H 2.55336 -4.71281 -4.65540 0.46
H 3.44017 -2.93015 -3.20206 0.42
H 5.42677 -0.12308 0.70915 0.53
H 6.52340 0.71955 2.77087 0.45
H 5.23761 2.02745 4.41844 0.42
H 2.83332 2.52225 4.00179 0.59
H -1.31090 -4.25382 -2.86463 0.60
H -4.59638 -3.89638 -1.65725 0.52
H -7.06077 -3.62542 -1.49504 0.42
H -8.04503 -1.96531 0.02656 0.40
H -6.60856 -0.51426 1.43568 0.55
H -5.01095 2.16227 4.10972 0.57
H -4.62946 3.98225 5.76992 0.41
H -2.37917 4.89160 6.13854 0.42
H -0.42986 4.00737 4.86011 0.53
C 0.43206 2.82458 -3.60354 -1.65
C 1.19115 2.48184 -2.37591 0.65
N 1.16769 1.35953 -1.67418 0.02
C 1.93362 1.55392 -0.42254 0.68
C 2.67865 2.81678 -0.72969 -1.05
N 2.04748 3.35260 -1.82690 0.02
H -0.60941 2.52902 -3.49955 0.34
H 0.85383 2.31654 -4.46986 0.33
H 0.47459 3.89840 -3.77614 0.49
H 1.96850 -0.25033 0.51269 -1.45
H 3.26340 3.42058 -0.05807 0.49
H 2.21882 4.27025 -2.20653 0.29
C 1.90945 -2.35186 0.05337 -1.78
Si 0.61182 -0.31658 -1.97719 -0.03
C 0.40336 -0.35992 -3.81990 -1.26
C 3.92292 -0.10527 -2.16008 -0.82
H 2.60887 -3.16881 -0.14087 0.60
H 0.94779 -2.81516 0.25213 0.47
H 2.25042 -1.85387 0.95784 0.27
H 1.34697 -0.19465 -4.34733 0.30
H -0.32040 0.37905 -4.15803 0.49
H 0.02570 -1.33466 -4.12162 0.39
H 4.48998 -0.89009 -2.65881 0.39
H 4.63308 0.64979 -1.81960 0.41
H 3.27492 0.36678 -2.91546 0.12
```

As for the largest force on an atom: 0.4 eV/A. The LUMO energy (alpha / beta) comes out at -3.557 / -3.804 eV. Its charge is +1. Its HOMO-LUMO gap (alpha / beta) is 5.38 / 6.62 eV.

Record 2
C39H32AsN6OPbS | wB97M-V/def2-TZVPD

The geometry in XYZ format:
```
81
Properties=species:S:1:pos:R:3:mulliken_charge:R:1
Pb -1.41524 -2.09088 -0.55758 1.44
C 3.56818 -4.59147 -4.71795 -1.55
C 2.98158 -3.72274 -3.66236 0.60
C 3.48406 -3.71814 -2.36294 -1.22
C 2.87740 -3.03608 -1.37622 -0.08
C 1.75273 -2.20751 -1.60552 0.82
N 1.14033 -1.56938 -0.58366 0.88
C 2.00980 -1.13918 0.40915 -1.47
C 3.18103 -0.43565 0.06820 0.31
C 4.12610 -0.07465 0.99257 -1.18
C 3.96154 -0.44311 2.34054 0.46
C 4.96520 -0.09745 3.36536 -1.51
C 2.78939 -1.09985 2.69530 -0.11
C 1.82609 -1.45450 1.74995 -0.19
N 0.68444 -2.19880 2.21573 0.85
C 0.69549 -3.22156 3.08171 -0.26
C -0.61521 -3.51329 3.44145 -1.13
C -1.35683 -2.57764 2.70750 -0.35
N -0.56584 -1.79344 1.96334 -0.22
C 1.32611 -2.11594 -2.94765 -0.50
C 1.90566 -2.87639 -3.91862 -0.31
N 0.37395 -1.14205 -3.36512 0.56
C 0.57026 -0.14749 -4.25340 -0.16
C -0.63212 0.49112 -4.43607 -0.98
C -1.50075 -0.11682 -3.48515 -0.53
N -0.86577 -1.05066 -2.81312 -0.59
H 4.60089 -4.84205 -4.49535 0.40
H 2.97816 -5.49039 -4.80117 0.31
H 3.55229 -4.08796 -5.67204 0.40
H 4.35901 -4.35976 -2.20022 0.36
H 3.27846 -3.02154 -0.37163 0.57
H 3.36854 -0.13097 -0.94290 0.59
H 5.02019 0.44549 0.68643 0.43
H 5.30122 -1.00115 3.87802 0.34
H 5.89506 0.35443 2.96716 0.39
H 4.50054 0.61994 4.05663 0.31
H 2.62844 -1.35228 3.74353 0.55
H 1.62961 -3.67151 3.46763 0.40
H -0.96528 -4.25364 4.11858 0.50
H -2.44296 -2.47760 2.62787 0.41
H 1.50119 -2.81746 -4.90620 0.55
H 1.50748 -0.00295 -4.75867 0.53
H -0.80707 1.28842 -5.10951 0.51
H -2.55527 -0.00822 -3.32976 0.61
S -4.40314 -0.54010 0.78264 -0.28
C -4.75704 1.10929 0.62466 0.38
C -6.12782 1.59451 0.55871 -0.44
C -6.39523 2.90886 0.33186 -0.65
C -5.36807 3.84841 0.23564 -0.72
C -4.05473 3.44980 0.34573 -0.13
C -3.74364 2.08952 0.49280 -0.60
As -1.93611 1.43708 0.25184 0.92
C -1.22588 3.00401 -0.64599 0.03
C -0.39879 3.94596 -0.08403 0.16
C -0.12856 5.11912 -0.80048 -0.69
C -0.72483 5.35637 -2.04265 -0.70
C -1.52580 4.38651 -2.62084 -0.77
C -1.82961 3.22783 -1.89312 -0.27
C -1.25640 1.64566 2.05975 0.94
C -2.08186 1.79674 3.14727 -0.51
C -1.52690 1.86586 4.44162 -0.90
C -0.16560 1.81014 4.59295 -0.72
C 0.69756 1.69890 3.50296 -1.26
C 0.14212 1.62401 2.22168 -0.36
H -6.90969 0.89194 0.74537 0.48
H -7.40937 3.18674 0.26695 0.44
H -5.57613 4.89572 0.14212 0.44
H -3.23311 4.13353 0.35400 0.59
H 0.07751 3.72515 0.87830 0.45
H 0.47582 5.86609 -0.35555 0.46
H -0.54629 6.26080 -2.58360 0.42
H -1.98646 4.55751 -3.58758 0.44
H -2.52809 2.50968 -2.34837 0.37
H -3.15716 1.87929 3.05976 0.39
H -2.12669 2.02655 5.34524 0.39
H 0.28042 1.91633 5.58378 0.39
H 1.74945 1.65154 3.66858 0.62
H 0.81980 1.58643 1.36656 0.61
O -1.83045 -6.27216 -0.49305 -0.56
C -1.26204 -5.24189 -0.64658 0.69
N -0.64529 -4.19896 -0.80281 -0.78
```

As for the largest force on an atom: 2.1 eV/A. The LUMO energy (alpha / beta) comes out at -4.583 / -4.958 eV. The energy above the lowest of the compared OMol25 structures with the same formula, charge and spin comes out at 0.0 kcal per mole. Its charge is +1. Its HOMO-LUMO gap (alpha / beta) is 5.83 / 5.47 eV.